The following is a quantum chemistry calculation of an isolated ion of composition C3HFNO3 and charge -1 in a non-equilibrium geometry, from the Open Molecules 2025 dataset.

Results
- ΔE to the lowest compared entry with this formula, charge and spin (eV) = 3.8852
- net charge = -1
- calculated total energy (eV) = -13472.5233
- HOMO (alpha / beta) (eV) = -3.2 / -3.2

Bonds (Å) are listed after each position.
CARTESIAN COORDINATES (ANGSTROEM)
1 C 0.992 -0.893 -0.322  C2 1.367, F8 1.387
2 C -0.347 -1.038 -0.086  C1 1.367, N4 1.479, O5 1.268
3 C 0.701 1.492 0.036  O6 1.187, O7 1.337
4 N -1.140 0.161 0.258  C2 1.479, O7 1.453, H9 1.121
5 O -1.010 -2.083 0.187  C2 1.268
6 O 1.442 2.392 -0.185  C3 1.187
7 O -0.575 1.489 0.436  C3 1.337, N4 1.453
8 F 1.741 -1.319 -1.409  C1 1.387
9 H -1.805 -0.200 1.084  N4 1.121